Entry 1:
37
Properties=species:S:1:pos:R:3:forces:R:3 method="wB97M-V/def2-TZVPD" lumo_energy_ev=2.33 orbital_gap_ev=10.72 charge=-1 energy_ha=-3599.620404 e_above_lowest_kcal_mol=8.1 mol_weight_g_mol=369.1
As -0.3392 -0.0793 0.0834 -0.2 -0.1 -1.0
F 0.5179 0.8536 -1.1124 0.3 0.3 -0.3
F -0.5564 1.3474 1.0293 0.1 0.4 0.4
F -1.2419 -1.0090 1.1869 -0.1 -0.1 0.7
F -0.1219 -1.5268 -0.8485 0.1 0.0 -0.5
F 1.1813 -0.3731 0.8137 0.2 -0.1 0.6
F -1.7795 0.2978 -0.7927 -0.3 0.1 -0.1
O -3.6679 -0.1679 -2.8467 0.0 0.2 0.0
H -4.1638 0.6297 -3.0529 0.0 0.0 0.0
H -2.9560 0.1305 -2.2600 -0.2 -0.2 -0.1
O -0.7075 -2.5596 -4.3174 0.3 0.1 0.2
H -0.4628 -1.7392 -3.8475 -0.3 -0.2 -0.4
H -0.2973 -3.2689 -3.8128 -0.1 0.0 0.0
O 3.6795 0.1012 1.9567 -0.2 0.0 -0.1
H 3.5214 0.9338 1.4718 0.2 -0.3 0.4
H 2.7848 -0.2525 2.0586 0.2 0.2 0.0
O 1.1926 3.3720 3.3654 -0.1 0.2 0.0
H 0.6228 4.1457 3.4265 0.0 -0.1 0.0
H 0.6438 2.6935 2.9544 0.1 0.0 0.0
O 2.8034 2.5264 0.8023 -0.3 -0.1 -0.5
H 2.7766 3.4747 0.6497 0.0 0.0 0.1
H 2.0796 2.1633 0.2698 0.1 0.0 0.0
O 0.0432 0.1963 -3.9643 0.1 -0.1 0.3
H -0.0452 0.3733 -3.0144 0.1 0.1 -0.2
H 0.9699 -0.0503 -4.0647 0.0 0.1 0.0
O -0.9068 -3.9882 0.3170 -0.1 0.1 -0.2
H -0.8080 -3.1182 -0.1070 0.0 -0.4 0.3
H -0.0835 -4.4439 0.1182 0.0 0.1 0.1
O -1.5612 4.0845 0.3743 0.1 0.0 0.1
H -1.4524 3.1277 0.4639 0.0 0.0 0.0
H -0.6882 4.4389 0.5708 0.0 0.0 0.0
O 2.5941 -2.9005 1.1729 0.1 -0.2 0.0
H 2.5296 -2.2636 0.4537 0.0 0.1 0.1
H 2.9602 -2.3956 1.9058 0.1 0.0 -0.1
O -3.3161 -1.4450 3.0947 0.0 0.0 0.0
H -2.7832 -0.9690 2.4430 -0.1 -0.1 0.1
H -2.9620 -2.3397 3.0586 0.0 0.0 -0.1

=====

Entry 2:
278
Properties=species:S:1:pos:R:3:forces:R:3 method="wB97M-V/def2-TZVPD" smiles="CN(C)P(=O)(N(C)C)N(C)C.CN(C)P(=O)(N(C)C)N(C)C.CN(C)P(=O)(N(C)C)N(C)C.CN(C)P(=O)(N(C)C)N(C)C.CC1(C)CCCC(C)(C)N1O.CC1(C)CCCC(C)(C)N1O.CC1(C)CCCC(C)(C)N1O.CC1(C)CCCC(C)(C)N1O.CC1(C)CCCC(C)(C)N1O.CN(C)C=O" lumo_energy_ev=0.16 orbital_gap_ev=8.20 energy_ha=-5951.047762 mol_weight_g_mol=1576.2
C -0.3024 -3.4025 3.3276 -0.4 -1.1 -0.5
N -0.9860 -4.6936 3.4677 -0.3 -0.3 0.1
C -1.7679 -4.9258 4.6870 -0.2 -0.1 0.2
P -1.3712 -5.6899 2.1819 0.8 1.4 0.3
O -2.3538 -6.6890 2.6084 -0.4 -0.7 -0.1
N -1.8417 -4.6139 1.0085 0.1 0.1 0.4
C -2.9731 -3.7502 1.2706 -0.3 -0.4 -0.2
C -1.5702 -4.7884 -0.3839 -0.2 -0.2 -0.7
N 0.0403 -6.3102 1.5750 -1.0 -1.2 -0.3
C 1.3456 -5.7527 1.7062 1.1 -0.5 0.0
C -0.0437 -7.6379 0.9421 1.3 0.4 0.1
H 0.4031 -3.5018 2.5108 0.2 0.3 0.0
H 0.2398 -3.2261 4.2531 0.0 0.4 0.0
H -0.9898 -2.6043 3.0397 0.0 0.3 0.3
H -2.8425 -5.0261 4.4996 0.1 0.3 -0.1
H -1.6026 -4.0943 5.3740 0.0 0.0 0.0
H -1.5169 -5.8579 5.2024 0.3 0.1 -0.1
H -2.8649 -2.8770 0.6236 -0.1 0.2 0.3
H -3.9265 -4.2526 1.0430 0.1 0.1 -0.2
H -3.0421 -3.4911 2.3235 0.2 0.3 0.1
H -1.1802 -3.8681 -0.8291 0.2 0.0 0.2
H -0.8691 -5.6059 -0.5374 0.1 0.1 -0.1
H -2.4818 -5.0331 -0.9517 0.0 -0.1 0.1
H 2.0627 -6.4708 1.2905 -0.1 0.1 -0.2
H 1.4937 -4.8273 1.1480 -0.1 0.2 0.2
H 1.6740 -5.6880 2.7480 -0.2 0.5 0.0
H -1.0784 -7.9252 0.8156 0.0 -0.3 0.0
H 0.5461 -8.3622 1.5218 -0.6 -0.1 0.2
H 0.5112 -7.6288 -0.0086 -0.5 0.2 -0.2
C 1.4948 3.1110 -6.3841 -0.9 -0.3 0.5
N 2.5984 4.0142 -6.4215 0.3 1.5 -0.8
C 2.4348 5.3466 -7.0705 0.2 -0.7 0.9
P 3.9839 3.6301 -5.6230 -0.4 -0.5 0.3
O 5.1249 4.5037 -5.8721 0.4 0.9 -0.5
N 3.4900 3.4951 -4.0518 -0.6 0.0 0.4
C 4.4571 3.0775 -3.0733 0.4 0.2 0.7
C 2.5571 4.4657 -3.4954 -0.5 0.1 -1.3
N 4.2745 2.0667 -6.0208 0.3 -0.9 0.0
C 4.7377 1.7772 -7.3643 0.3 0.6 -0.8
C 3.9364 0.9205 -5.2204 -1.2 -0.5 0.1
H 1.0422 3.0424 -5.3830 0.1 -0.1 0.0
H 1.7672 2.0922 -6.6639 0.1 0.0 -0.2
H 0.6919 3.4730 -7.0239 0.1 -0.1 -0.2
H 1.4612 5.3617 -7.5508 0.1 0.0 -0.4
H 3.2715 5.4962 -7.7484 -0.2 0.2 -0.2
H 2.4266 6.1621 -6.3379 0.1 -0.1 0.0
H 4.9193 3.9308 -2.5549 0.2 0.0 -0.3
H 3.9676 2.5247 -2.2671 0.0 -0.4 -0.2
H 5.2315 2.4808 -3.5409 0.2 -0.1 0.1
H 1.5641 4.4083 -3.9575 0.1 -0.3 0.0
H 2.4317 4.2202 -2.4495 0.1 0.5 0.2
H 2.8665 5.4895 -3.7357 0.3 0.1 0.8
H 4.0689 2.2053 -8.1288 -0.1 -0.2 0.2
H 5.7142 2.2190 -7.5976 0.0 -0.1 0.3
H 4.8164 0.7066 -7.5344 -0.1 -0.1 0.1
H 3.2778 1.2002 -4.3950 0.5 0.2 0.1
H 4.8025 0.3670 -4.8468 0.0 0.0 0.0
H 3.2664 0.2486 -5.7834 0.5 -0.2 -0.2
C 2.0834 0.0044 -0.6387 -1.1 -0.3 1.0
N 0.7656 0.3145 -1.1867 1.0 -0.4 -0.5
C 0.7990 1.1951 -2.3618 0.1 -0.2 0.4
P -0.5655 -0.6444 -0.8151 1.4 1.7 -1.6
O -0.2287 -1.5988 0.2598 -0.6 0.4 0.2
N -1.6671 0.5603 -0.6019 -1.2 -0.8 0.2
C -2.1366 1.5512 -1.5637 -0.2 -0.3 1.0
C -2.0149 0.8863 0.7338 0.1 -0.5 1.7
N -0.9910 -1.2565 -2.2965 -0.2 0.4 -0.5
C -2.3513 -1.6912 -2.5504 -0.3 -0.6 -1.1
C 0.0384 -2.0530 -2.9593 0.5 -0.2 1.4
H 1.9284 -0.1269 0.4325 0.4 0.1 0.0
H 2.7268 0.8675 -0.7880 0.3 -0.3 -0.1
H 2.4619 -0.9653 -0.9703 0.5 0.2 -0.4
H 0.6095 2.2337 -2.0633 -0.1 0.0 -0.2
H 0.0937 0.8707 -3.1288 0.0 0.1 0.1
H 1.7995 1.1698 -2.8050 -0.1 0.0 0.0
H -2.1010 1.1839 -2.5816 0.1 0.2 -0.1
H -3.1690 1.7389 -1.2577 -0.1 0.0 -0.6
H -1.5955 2.4916 -1.3892 0.1 -0.1 -0.5
H -1.6213 0.1133 1.4046 0.0 0.0 -0.1
H -1.5752 1.8229 1.1081 -0.2 0.2 -0.3
H -3.0907 0.8807 0.9231 -0.2 0.3 -0.2
H -3.0932 -0.8976 -2.4934 0.0 0.0 0.6
H -2.4334 -1.9988 -3.6029 0.3 0.1 0.1
H -2.6281 -2.5990 -2.0020 -0.2 0.3 0.3
H 1.0336 -1.6412 -2.7613 -0.2 0.2 0.0
H -0.0560 -2.1154 -4.0351 -0.5 -0.1 -0.1
H 0.0431 -3.0181 -2.4363 0.1 -0.4 -0.8
C 0.2157 1.5216 4.8071 -0.3 0.0 -0.6
N 1.3750 0.9043 4.1749 -1.2 0.2 0.4
C 1.3223 0.9152 2.7171 1.6 -0.3 0.2
P 2.7186 0.7471 5.1203 0.6 -0.7 -0.2
O 3.3523 2.0002 5.5565 0.2 0.2 0.0
N 2.2654 -0.2657 6.3679 -0.7 0.6 0.2
C 0.9660 -0.8773 6.5514 0.7 -1.3 0.2
C 3.3253 -0.9647 7.0628 -0.3 -0.8 0.1
N 3.7607 -0.2542 4.3032 -0.2 0.3 -0.4
C 3.3731 -1.6300 4.0074 1.0 0.4 0.3
C 5.0269 0.1884 3.7720 -0.1 0.6 -1.2
H -0.6768 0.9787 4.4748 -0.1 0.0 0.2
H 0.0765 2.5626 4.4954 0.2 0.1 0.2
H 0.2849 1.4322 5.8836 0.0 0.5 0.0
H 1.5236 -0.0967 2.3639 -0.3 0.0 -0.2
H 2.1077 1.5614 2.3074 -0.1 0.0 0.0
H 0.3911 1.2978 2.3120 -0.2 -0.2 0.4
H 0.1181 -0.2185 6.4582 -0.1 -0.1 0.0
H 0.8585 -1.7514 5.8870 -0.3 0.3 -0.2
H 0.9805 -1.3448 7.5403 -0.3 0.4 0.2
H 4.3039 -0.6519 6.7139 0.0 0.2 0.2
H 3.2375 -0.8984 8.1513 0.1 0.4 0.0
H 3.2247 -2.0442 6.8488 0.2 0.1 0.0
H 3.7291 -1.8676 3.0015 -0.4 -0.2 -0.1
H 3.9121 -2.2875 4.7031 -0.2 -0.2 -0.2
H 2.3063 -1.7757 4.1289 -0.1 -0.1 -0.2
H 5.3659 1.0768 4.3005 0.2 -0.2 0.3
H 4.9543 0.5098 2.7125 -0.2 -0.1 0.2
H 5.7701 -0.6102 3.7156 0.0 0.0 0.7
C 1.8821 -6.1734 -9.3755 -0.5 -0.4 0.1
C 1.5989 -5.5304 -8.0239 0.3 0.0 -0.5
C 1.3298 -6.6365 -7.0147 -1.2 -0.2 0.7
C 2.8132 -4.6925 -7.6726 0.7 -0.9 1.1
C 2.5965 -3.7683 -6.4983 0.0 0.8 0.6
C 1.4803 -2.7833 -6.8441 1.0 -0.9 0.9
C 0.2315 -3.5735 -7.2194 -1.9 2.2 -0.9
C -0.5609 -3.9923 -5.9629 1.4 -0.7 1.4
C -0.6401 -2.4826 -7.9236 -0.3 -0.8 -0.2
N 0.5236 -4.5809 -8.2013 0.1 0.3 -0.8
O -0.6188 -5.0983 -8.8509 0.1 -0.2 0.7
H 2.1077 -5.3885 -10.0930 0.1 -0.2 -0.2
H 2.6778 -6.9112 -9.2765 0.3 0.2 -0.1
H 1.0020 -6.7263 -9.7043 0.0 0.1 -0.2
H 1.0737 -6.2816 -6.0091 0.4 0.2 -0.1
H 0.4158 -7.1724 -7.3122 0.2 -0.1 -0.1
H 2.1143 -7.3849 -6.9200 0.2 0.1 -0.2
H 3.5784 -5.4200 -7.3744 0.2 0.1 -0.3
H 3.1622 -4.1582 -8.5540 0.0 0.2 0.0
H 2.3254 -4.2748 -5.5643 0.1 -0.4 -0.3
H 3.5271 -3.2445 -6.2533 -0.1 0.1 -0.1
H 1.8960 -2.1154 -7.6002 -0.6 0.0 -0.4
H 1.1880 -2.1795 -5.9809 0.2 0.1 0.0
H -1.0461 -4.9700 -5.9783 -0.3 0.2 -0.5
H -1.2343 -3.2419 -5.5530 -0.3 0.1 -0.5
H 0.1655 -4.1129 -5.1388 -0.1 -0.1 -0.1
H -0.1785 -2.1689 -8.8591 0.1 0.1 0.1
H -0.7748 -1.6358 -7.2513 0.0 0.1 0.0
H -1.6187 -2.8976 -8.1724 0.0 0.1 0.1
H -1.0242 -5.7332 -8.2327 -0.1 0.1 -0.1
C -0.3685 6.7081 1.9376 -0.4 0.2 0.6
C 0.5985 6.1213 0.9242 -0.9 -1.0 0.5
C -0.1626 5.1495 0.0000 0.1 0.4 -0.8
C 1.1996 7.2561 0.1293 0.3 0.1 -1.2
C 2.3874 6.8276 -0.7237 1.2 -1.0 -0.3
C 3.3863 6.0430 0.1414 0.0 2.2 1.6
C 2.8337 4.9243 1.0309 0.8 0.4 -1.1
C 2.7087 3.6754 0.1414 -0.3 -0.3 0.9
C 3.9097 4.6625 2.0691 0.0 -0.9 0.4
N 1.6646 5.4600 1.6873 0.4 1.0 0.4
O 1.1934 4.6525 2.7486 -0.1 -0.6 -0.5
H -0.7082 5.9781 2.6704 0.1 -0.1 -0.1
H 0.1321 7.5112 2.4843 -0.1 0.0 0.0
H -1.2849 7.0961 1.4867 0.2 0.2 -0.3
H 0.3817 5.0486 -0.9448 0.0 -0.3 0.1
H -0.2995 4.1595 0.4329 -0.1 0.1 0.1
H -1.1188 5.5798 -0.3151 -0.1 -0.1 0.3
H 0.4734 7.6582 -0.5859 -0.3 0.0 0.4
H 1.4810 8.0749 0.7922 0.1 -0.1 0.1
H 2.1574 6.2184 -1.6030 -0.6 0.2 0.1
H 2.9136 7.6983 -1.1232 -0.1 0.1 0.0
H 3.6606 6.8319 0.8697 0.2 -0.3 0.0
H 4.3543 5.7622 -0.2718 -0.3 -0.2 -0.6
H 3.5650 3.6324 -0.5228 0.1 -0.1 0.0
H 1.7965 3.6835 -0.4426 0.0 -0.2 -0.1
H 2.7244 2.7984 0.7928 -0.2 -0.1 -0.3
H 4.0729 5.4852 2.7644 -0.1 0.2 -0.2
H 4.8560 4.4252 1.5778 0.0 0.0 0.0
H 3.6157 3.7887 2.6599 0.2 0.0 0.1
H 1.5808 5.0502 3.5366 0.0 0.0 0.0
C -5.4414 5.1577 -1.1703 -1.1 -0.5 -0.6
C -5.4473 4.5500 0.2241 -0.1 0.1 1.0
C -5.2645 3.0204 0.2206 0.2 0.3 -1.3
C -4.2844 5.2067 0.9891 0.1 -0.8 0.5
C -4.4230 4.9742 2.4839 -0.2 -0.3 0.4
C -5.7347 5.5747 2.9999 2.0 0.4 0.7
C -6.9672 5.0562 2.2811 -0.9 0.4 1.2
C -7.4430 3.7681 2.9655 1.7 -1.0 0.3
C -8.0469 6.1319 2.5016 -0.6 -0.4 -1.1
N -6.7208 4.9237 0.8609 0.1 1.2 -0.7
O -7.8513 4.3696 0.1688 0.6 0.1 0.4
H -6.4358 5.0064 -1.6008 0.1 -0.2 -0.2
H -5.3388 6.2410 -1.1609 0.5 0.0 0.1
H -4.7455 4.6613 -1.8471 0.3 0.2 0.1
H -5.7597 2.6524 -0.6844 -0.1 -0.3 0.2
H -4.2023 2.8169 0.0916 0.0 -0.2 0.1
H -5.6472 2.4896 1.0864 0.0 0.2 0.1
H -3.3733 4.6932 0.6618 0.0 0.3 -0.2
H -4.2113 6.2655 0.7350 0.0 0.0 0.2
H -4.4301 3.8963 2.7142 0.0 0.1 -0.3
H -3.5703 5.3527 3.0581 -0.1 0.2 -0.2
H -5.5911 6.6660 3.0107 -0.5 -0.1 -0.7
H -5.7292 5.3988 4.0847 -0.7 -0.4 -0.2
H -7.8342 3.9451 3.9674 -0.6 0.2 -0.3
H -6.5518 3.1616 3.2147 -0.1 0.1 -0.3
H -8.0311 3.1065 2.3354 -0.5 0.4 0.1
H -8.9652 5.8094 1.9928 0.0 0.1 0.1
H -7.7324 7.0609 2.0249 0.0 0.1 0.2
H -8.3161 6.2662 3.5458 0.3 0.1 0.1
H -8.2690 5.1627 -0.1857 -0.1 -0.1 -0.1
C 6.7880 -5.3015 -1.2233 0.2 -0.3 -0.7
C 7.1079 -4.3930 -0.0259 -1.6 -0.4 0.5
C 6.1514 -4.7782 1.1267 0.4 1.4 1.2
C 8.5693 -4.5173 0.3658 0.3 0.3 0.4
C 9.0056 -3.3616 1.2723 0.1 -0.5 -1.2
C 8.9347 -2.1063 0.4089 1.0 0.6 2.1
C 7.4841 -1.7930 0.0409 0.4 0.3 0.0
C 6.7966 -1.1825 1.2734 -0.1 -0.4 -0.4
C 7.5287 -0.7490 -1.0566 0.2 0.0 -0.6
N 6.8454 -3.0033 -0.4350 1.4 -0.5 -0.8
O 5.5463 -2.7959 -0.8770 -0.7 0.1 -0.1
H 5.7350 -5.5394 -1.3979 -0.1 0.5 0.4
H 7.1541 -4.8200 -2.1393 0.1 -0.2 0.1
H 7.2441 -6.2957 -1.1604 0.3 0.2 0.3
H 6.4188 -4.1945 2.0270 0.4 -0.4 -0.1
H 5.1590 -4.3459 0.9781 -0.2 -0.7 -0.6
H 6.1641 -5.8198 1.4389 -0.2 -0.1 -0.4
H 8.8230 -5.4445 0.8838 -0.5 -0.3 -0.3
H 9.1337 -4.4604 -0.5711 0.2 -0.1 0.2
H 8.3466 -3.2546 2.1311 0.0 -0.1 0.1
H 9.9980 -3.5881 1.6643 0.1 0.3 -0.1
H 9.7019 -2.0659 -0.3686 -0.6 -0.6 -0.6
H 9.3240 -1.3041 1.0609 -0.5 0.2 -0.2
H 5.7622 -0.9070 1.0633 0.0 -0.2 -0.1
H 7.3149 -0.2808 1.5985 0.1 -0.1 0.1
H 6.8054 -1.9553 2.0377 -0.1 0.3 0.4
H 6.5460 -0.3288 -1.2468 -0.1 0.3 0.1
H 7.8878 -1.1589 -2.0069 0.0 -0.2 0.1
H 8.2684 0.0027 -0.7726 -0.4 0.3 0.0
H 5.6111 -2.8071 -1.8419 -0.1 0.0 0.1
C -5.9800 -1.9308 3.8923 -0.6 0.4 -1.1
C -5.0764 -1.4117 4.9802 0.4 0.3 1.4
C -3.6215 -1.8586 4.7914 0.7 0.3 0.7
C -5.1619 0.1140 4.9668 0.1 0.6 0.0
C -4.7356 0.8145 6.2430 0.0 0.2 1.0
C -5.3392 0.2200 7.5256 -0.3 -0.4 -1.0
C -5.2697 -1.2881 7.5698 2.1 -1.4 0.2
C -3.8248 -1.7286 8.0004 -0.4 -0.8 0.4
C -6.2541 -1.8265 8.5850 -1.5 0.6 -0.1
N -5.6132 -1.8408 6.2730 -1.8 0.7 -0.6
O -5.8678 -3.2257 6.3145 0.6 -0.2 0.0
H -7.0301 -1.7620 4.1512 0.1 0.0 0.2
H -5.8143 -1.2920 3.0131 0.1 -0.3 -0.1
H -5.8947 -2.9684 3.5759 0.4 -0.1 0.3
H -3.2321 -1.6801 3.7882 -0.4 -0.8 -0.3
H -2.8515 -1.3319 5.3784 -0.7 0.5 0.3
H -3.5482 -2.8517 5.2339 0.1 -0.4 -1.0
H -4.4763 0.4214 4.1775 -0.2 0.3 -0.3
H -6.1641 0.4872 4.7327 -0.1 -0.4 -0.2
H -3.6494 0.8710 6.3217 0.1 -0.2 0.0
H -5.0880 1.8516 6.2851 0.2 0.0 -0.6
H -6.4123 0.4388 7.5481 0.1 0.5 0.2
H -4.7852 0.6146 8.3744 -0.4 0.2 0.3
H -3.1200 -0.9023 8.0746 0.1 -0.1 0.0
H -3.4433 -2.5127 7.3492 0.1 0.3 -0.3
H -3.8868 -2.2677 8.9514 0.2 0.5 0.2
H -6.2214 -2.8898 8.7976 0.5 0.0 0.0
H -7.2620 -1.6513 8.1755 0.1 0.0 0.1
H -6.2256 -1.2339 9.5020 0.3 -0.2 0.1
H -6.8196 -3.2982 6.1824 0.0 0.0 0.0
C -9.0085 0.9209 -2.1292 0.2 0.2 0.0
N -7.6196 1.0164 -2.5467 -0.4 0.3 0.0
C -7.3070 2.2352 -3.2587 -0.6 -0.8 -1.3
C -6.7497 -0.0093 -2.4908 -0.7 -0.2 0.5
O -5.6746 -0.0583 -3.0419 0.6 0.0 -0.1
H -9.1913 0.0643 -1.4834 0.2 0.0 0.0
H -9.6710 0.8478 -2.9986 0.1 0.0 0.0
H -9.2638 1.8433 -1.6019 -0.1 -0.1 0.1
H -7.9803 2.3034 -4.1290 -0.2 0.2 0.3
H -7.4965 3.0862 -2.6176 0.5 0.3 0.1
H -6.3414 2.1293 -3.7459 0.4 0.4 0.7
H -7.1444 -0.8058 -1.8319 0.2 -0.2 -0.2